1.
The following is a quantum chemistry calculation of a cluster of 2 separate species, C6H12O2 in total, from the OMol25 dataset.

CARTESIAN COORDINATES (ANGSTROEM)
C  -2.018  0.374  -1.127
C  -0.009  -1.044  -1.729
C  -0.602  0.335  -1.646
O  0.004  1.330  -1.957
H  -2.106  -0.244  -0.238
H  -2.310  1.396  -0.900
H  0.893  -1.036  -2.335
H  0.253  -1.357  -0.718
H  -0.727  -1.753  -2.130
H  -2.686  -0.024  -1.888
C  1.968  0.791  0.795
C  0.028  -0.181  2.033
C  0.765  0.859  1.674
O  0.277  -1.462  1.590
H  -0.181  -2.095  2.151
H  -0.834  -0.068  2.681
H  0.474  1.834  2.032
H  2.262  -0.242  0.635
H  1.752  1.251  -0.169
H  2.795  1.336  1.247

Multiplicity: 1
LUMO level, Ha: 0.02112
Kohn-Sham gap, eV: 9.4

Atomic partial charges in e from the Mulliken method, atoms 1 to 4: C -1.217; C -0.900; C 0.930; O -0.574



2.
The following is a quantum chemistry calculation of a cluster of 2 separate species, C6H12O2 in total, from the OMol25 dataset.

CARTESIAN COORDINATES (ANGSTROEM)
C  1.046  2.475  0.767
C  -0.146  -2.112  -0.258
C  2.180  1.544  0.506
C  -1.772  -0.274  0.471
C  -0.705  -0.688  -0.500
C  -0.473  -0.088  -1.664
O  -0.086  2.354  0.352
O  -1.160  -3.093  -0.201
H  -1.758  -2.865  0.519
H  1.345  3.423  1.255
H  0.498  -2.419  -1.085
H  0.449  -2.133  0.671
H  2.892  2.013  -0.173
H  2.704  1.361  1.444
H  1.814  0.627  0.047
H  -1.490  -0.546  1.489
H  -1.914  0.802  0.418
H  -2.732  -0.740  0.245
H  0.060  -0.578  -2.461
H  -0.752  0.937  -1.842

Multiplicity: 1
LUMO level, Ha: 0.03128
Kohn-Sham gap, eV: 10.1

Atomic partial charges in e from the Mulliken method, atoms 1 to 4: C 0.137; C -0.639; C -0.749; C -1.609



Q: Which of them is the least stable? A: 2.



1.
The following is a quantum chemistry calculation of a structure of composition C34H38BrN9OS2Sn, from the OMol25 dataset.

CARTESIAN COORDINATES (ANGSTROEM)
Sn  0.577  -0.537  0.091
N  0.190  1.452  -1.414
C  0.301  1.224  -2.873
C  1.739  0.914  -3.246
C  2.221  -0.442  -2.760
N  2.505  -0.465  -1.294
H  -0.762  1.708  -1.158
H  0.760  2.250  -1.142
H  -0.063  2.092  -3.425
H  -0.339  0.376  -3.127
H  2.398  1.710  -2.879
H  1.830  0.935  -4.332
H  3.125  -0.726  -3.301
H  1.468  -1.208  -2.950
H  3.195  0.250  -1.071
H  2.937  -1.362  -1.087
C  3.852  5.139  2.820
C  3.535  3.691  3.216
C  4.298  2.756  2.276
C  4.015  3.429  4.650
C  2.023  3.476  3.141
C  1.173  4.265  3.948
C  -0.198  4.181  3.885
C  -0.758  3.255  3.002
S  -2.417  2.956  2.618
C  -1.923  1.761  1.477
N  -0.642  1.534  1.422
C  0.056  2.418  2.242
C  1.447  2.553  2.293
C  -2.923  1.191  0.540
C  -3.678  2.086  -0.223
C  -4.604  1.639  -1.150
C  -4.789  0.276  -1.324
C  -4.067  -0.639  -0.573
C  -3.155  -0.172  0.353
H  4.931  5.302  2.834
H  3.401  5.854  3.508
H  3.486  5.361  1.816
H  5.369  2.929  2.386
H  4.046  2.939  1.228
H  4.108  1.706  2.508
H  5.092  3.590  4.715
H  3.806  2.400  4.952
H  3.540  4.095  5.370
H  1.610  4.991  4.621
H  -0.820  4.827  4.489
H  2.066  1.937  1.656
H  -3.522  3.149  -0.083
H  -5.177  2.351  -1.727
H  -5.516  -0.088  -2.038
H  -4.233  -1.700  -0.687
Br  5.052  -1.718  5.484
C  3.963  -1.359  4.012
C  4.448  -1.541  2.722
C  3.610  -1.250  1.667
N  2.359  -0.792  1.828
C  1.907  -0.630  3.078
C  2.668  -0.903  4.197
H  5.450  -1.903  2.545
H  3.964  -1.393  0.657
H  0.892  -0.275  3.189
H  2.253  -0.764  5.185
O  -2.426  -1.035  1.168
N  -2.612  -2.339  0.802
C  -2.050  -3.163  1.605
C  -2.107  -4.557  1.256
N  -2.121  -5.668  0.970
C  -1.343  -2.760  2.795
N  -0.781  -2.451  3.745
C  -0.966  -7.157  -3.671
C  -0.736  -5.686  -3.680
C  -1.085  -4.833  -4.691
C  -0.808  -3.467  -4.535
N  -0.225  -2.972  -3.445
C  0.114  -3.805  -2.458
S  0.840  -3.298  -1.006
N  -0.139  -5.139  -2.596
C  -1.184  -2.486  -5.596
H  -1.359  -7.488  -4.628
H  -1.684  -7.419  -2.890
H  -0.037  -7.691  -3.468
H  -1.560  -5.211  -5.583
H  0.127  -5.729  -1.817
H  -1.370  -2.969  -6.552
H  -0.400  -1.739  -5.706
H  -2.095  -1.967  -5.291

Net charge: +2
Multiplicity: 1
LUMO level, Ha: -0.20783
Kohn-Sham gap, eV: 7.6

Atomic partial charges in e from the Mulliken method, atoms 1 to 4: Sn 0.899; N -0.285; C -0.792; C -0.709



2.
The following is a quantum chemistry calculation of a structure of composition C34H38BrN9OS2Sn, from the OMol25 dataset.

CARTESIAN COORDINATES (ANGSTROEM)
Sn  0.500  -0.275  0.236
N  -1.439  -1.571  0.733
C  -1.518  -3.043  0.710
C  -1.179  -3.534  -0.681
C  0.302  -3.362  -0.998
N  0.641  -1.936  -1.219
H  -1.789  -1.223  1.624
H  -2.087  -1.202  0.038
H  -2.519  -3.375  0.995
H  -0.813  -3.458  1.430
H  -1.786  -2.999  -1.418
H  -1.428  -4.594  -0.747
H  0.551  -3.962  -1.878
H  0.902  -3.729  -0.163
H  0.054  -1.565  -1.968
H  1.601  -1.875  -1.548
C  -1.865  3.205  -3.952
C  -2.235  4.432  -3.120
C  -1.467  5.647  -3.663
C  -3.747  4.675  -3.273
C  -1.914  4.249  -1.643
C  -2.283  5.274  -0.744
C  -2.132  5.151  0.617
C  -1.564  3.982  1.107
S  -1.303  3.511  2.754
C  -0.590  2.041  2.186
N  -0.542  1.897  0.889
C  -1.115  2.974  0.239
C  -1.302  3.114  -1.142
C  0.108  1.136  3.096
C  -0.109  1.100  4.476
C  0.789  0.434  5.293
C  1.928  -0.156  4.754
C  2.128  -0.158  3.375
C  1.153  0.393  2.579
H  -2.147  3.383  -4.991
H  -2.402  2.316  -3.614
H  -0.793  3.006  -3.920
H  -1.695  5.789  -4.720
H  -0.391  5.501  -3.561
H  -1.741  6.562  -3.139
H  -3.990  4.823  -4.326
H  -4.076  5.558  -2.728
H  -4.319  3.817  -2.914
H  -2.717  6.187  -1.125
H  -2.449  5.930  1.296
H  -0.997  2.292  -1.779
H  -0.960  1.624  4.895
H  0.630  0.421  6.363
H  2.671  -0.609  5.396
H  3.034  -0.585  2.963
Br  5.302  -4.672  3.309
C  3.968  -3.694  2.416
C  2.653  -3.717  2.864
C  1.723  -2.936  2.209
N  2.011  -2.193  1.136
C  3.273  -2.197  0.701
C  4.286  -2.910  1.313
H  2.365  -4.323  3.712
H  0.704  -2.878  2.571
H  3.479  -1.585  -0.171
H  5.302  -2.847  0.952
O  -3.231  0.590  0.335
N  -3.816  1.510  0.844
C  -4.945  2.081  0.647
C  -5.812  1.707  -0.432
N  -6.480  1.365  -1.301
C  -5.374  3.119  1.534
N  -5.731  3.935  2.257
C  -2.343  -2.071  -7.300
C  -1.771  -0.929  -6.539
C  -1.219  0.185  -7.109
C  -0.696  1.185  -6.267
N  -0.712  1.058  -4.944
C  -1.274  -0.006  -4.387
S  -1.437  -0.174  -2.707
N  -1.789  -0.997  -5.185
C  -0.122  2.442  -6.816
H  -2.401  -1.837  -8.359
H  -3.341  -2.323  -6.938
H  -1.714  -2.956  -7.178
H  -1.196  0.298  -8.182
H  -2.242  -1.778  -4.733
H  -0.292  2.531  -7.886
H  0.951  2.475  -6.619
H  -0.562  3.293  -6.297

Net charge: +2
Multiplicity: 1
LUMO level (spin up / spin down), Ha: -0.26009 / -0.25206
Kohn-Sham gap (spin up / spin down), eV: 6.0 / 6.2

Atomic partial charges in e from the Mulliken method, atoms 1 to 4: Sn 1.308; N -0.036; C -0.701; C -0.647



Q: Which of them is the least stable? A: 2.



1.
The following is a quantum chemistry calculation of a cluster of 2 separate species, C2H7NO3S2 in total, from the OMol25 dataset.

CARTESIAN COORDINATES (ANGSTROEM)
C  -1.420  0.615  0.901
C  -1.814  -0.336  -0.135
N  -1.154  -0.471  -1.161
O  1.295  -0.173  -1.466
O  3.517  0.185  -0.620
O  1.683  -0.864  0.929
S  1.447  2.066  0.390
S  2.130  0.291  -0.223
H  -0.785  1.316  0.584
H  -1.074  0.046  1.748
H  -2.456  1.082  1.328
H  -2.664  -0.926  0.098
H  -1.399  -1.174  -1.815
H  0.301  -0.197  -1.334
H  2.393  -1.463  0.775

Multiplicity: 1
LUMO level, Ha: 0.01514
Kohn-Sham gap, eV: 9.5

Atomic partial charges in e from the Mulliken method, atoms 1 to 4: C -0.962; C 0.125; N -0.478; O -0.469



2.
The following is a quantum chemistry calculation of a cluster of 2 separate species, C2H7NO3S2 in total, from the OMol25 dataset.

CARTESIAN COORDINATES (ANGSTROEM)
C  2.029  0.028  -0.861
C  -1.185  0.281  -0.775
N  1.041  -0.694  -0.043
O  -2.758  0.459  1.233
O  -1.367  -1.512  1.267
O  -0.328  0.701  1.824
S  -0.582  1.690  -1.311
S  -1.241  -0.089  1.025
H  2.929  -0.648  -0.819
H  1.620  0.311  -1.834
H  2.295  0.890  -0.319
H  -1.483  -0.686  -1.134
H  1.021  -0.501  0.958
H  0.766  -1.590  -0.427
H  -2.757  1.361  1.217

Multiplicity: 1
LUMO level, Ha: -0.03818
Kohn-Sham gap, eV: 8.4

Atomic partial charges in e from the Mulliken method, atoms 1 to 4: C -0.980; C -0.150; N -0.461; O -0.472



Q: Which of them is the least stable? A: 2.



1.
The following is a quantum chemistry calculation of an isolated molecule of C5H9NOS, from the OMol25 dataset.

CARTESIAN COORDINATES (ANGSTROEM)
C  -0.396  -0.789  1.671
C  -0.795  -0.277  0.269
C  -0.240  1.651  -1.482
C  0.393  0.356  -1.777
C  0.128  -0.700  -0.834
H  1.250  -0.811  2.831
H  1.491  -0.064  1.384
H  -1.134  -0.608  2.424
H  -0.284  -1.869  1.549
H  -1.801  -0.639  0.109
H  -1.071  1.797  -2.207
H  0.444  2.474  -1.476
H  0.502  0.045  -2.858
H  0.143  -1.764  -1.091
N  0.832  -0.187  2.148
O  1.398  -0.121  -0.885
S  -0.859  1.509  0.224

Multiplicity: 1
LUMO level, Ha: 0.03287
Kohn-Sham gap, eV: 9.3

Atomic partial charges in e from the Mulliken method, atoms 1 to 4: C -0.668; C -0.270; C -0.737; C -0.015



2.
The following is a quantum chemistry calculation of an isolated molecule of C5H9NOS, from the OMol25 dataset.

CARTESIAN COORDINATES (ANGSTROEM)
C  2.262  -0.301  0.045
C  0.123  0.013  1.154
C  -1.028  0.760  0.450
C  -0.839  1.487  -0.846
C  0.328  -1.690  -0.533
N  1.009  -0.509  0.077
O  3.215  0.344  0.239
S  -2.379  -0.453  0.155
H  0.610  0.629  1.769
H  -0.051  -0.943  1.789
H  -1.276  1.533  1.294
H  -0.337  2.447  -0.605
H  -1.738  1.670  -1.440
H  -0.265  0.953  -1.482
H  0.767  -2.694  -0.213
H  -0.650  -1.812  -0.210
H  0.248  -1.435  -1.645

Multiplicity: 1
LUMO level (spin up / spin down), Ha: -0.06606 / -0.09458
Kohn-Sham gap (spin up / spin down), eV: 4.9 / 3.6

Atomic partial charges in e from the Mulliken method, atoms 1 to 4: C 0.627; C -1.249; C 0.422; C -1.473



3.
The following is a quantum chemistry calculation of an isolated molecule of C5H9NOS, from the OMol25 dataset.

CARTESIAN COORDINATES (ANGSTROEM)
C  1.193  -0.536  0.026
C  0.526  0.264  -1.149
C  -1.642  1.132  0.397
C  2.605  -0.084  0.284
C  -2.320  -0.192  0.443
N  0.573  -1.404  0.626
O  -1.778  -1.250  -0.220
S  -0.385  1.689  -0.559
H  1.279  0.665  -1.826
H  -0.154  -0.401  -1.676
H  -2.130  1.930  0.934
H  2.625  0.998  0.414
H  3.241  -0.350  -0.558
H  2.990  -0.563  1.179
H  -3.312  -0.023  -0.011
H  -2.510  -0.410  1.512
H  -0.802  -1.466  0.183

Multiplicity: 1
LUMO level (spin up / spin down), Ha: 0.00145 / -0.05227
Kohn-Sham gap (spin up / spin down), eV: 9.0 / 5.5

Atomic partial charges in e from the Mulliken method, atoms 1 to 4: C 0.945; C -0.937; C -0.290; C -1.300



4.
The following is a quantum chemistry calculation of an isolated molecule of C5H9NOS, from the OMol25 dataset.

CARTESIAN COORDINATES (ANGSTROEM)
C  0.024  0.542  -0.620
C  1.189  0.177  0.347
C  1.267  -1.346  0.257
C  0.117  -1.797  -0.258
C  -0.910  -0.689  -0.518
H  -0.179  2.186  0.433
H  -0.257  2.446  -1.150
H  0.473  0.397  -1.597
H  2.152  0.625  0.015
H  0.065  0.305  1.919
H  2.097  -2.003  0.599
H  -0.096  -2.862  -0.319
H  -1.579  -0.807  -1.338
H  -2.436  0.763  0.211
N  -0.635  1.800  -0.412
O  0.927  0.692  1.621
S  -2.219  -0.430  0.810

Multiplicity: 1
LUMO level, Ha: 0.03033
Kohn-Sham gap, eV: 9.8

Atomic partial charges in e from the Mulliken method, atoms 1 to 4: C -0.123; C -0.199; C -0.397; C -0.510



Q: Which of them is the least stable? A: 2.